DFT (ωB97M-V/def2-TZVPD) results for a molecular structure, C56H46BrN5O4PPbS.

Calculated values
energy	-169869.372	eV
charge	+1
molar mass	1203.2	g/mol
2S+1	1

Positions of all 115 atoms, in Å:
Pb 0.134718 -0.972680 -1.272411
C 2.022411 -3.370279 -4.717568
C 1.436684 -3.060029 -3.488540
N 0.573420 -2.079691 -3.335159
C 0.157829 -1.364618 -4.398838
C 0.729941 -1.586938 -5.684751
C 1.694830 -2.607699 -5.806497
C 0.320061 -0.806198 -6.775471
C -0.653214 0.142444 -6.590342
C -1.254879 0.339422 -5.354175
C -0.899830 -0.396868 -4.220312
N -1.441050 -0.372079 -2.982144
C -2.599699 0.169381 -2.539213
C -3.421429 1.133598 -3.127303
C -4.660897 1.478148 -2.596868
C -5.164101 0.872205 -1.474150
C -4.364202 -0.060016 -0.793253
C -4.803964 -0.728093 0.369140
C -3.957126 -1.593681 1.010686
C -2.657264 -1.745098 0.517311
N -2.227737 -1.143345 -0.568609
C -3.056115 -0.355953 -1.275067
H 2.723158 -4.185293 -4.788702
H 1.679033 -3.623304 -2.597574
H 2.149354 -2.787646 -6.770233
H 0.763993 -0.971719 -7.743971
H -0.975628 0.747902 -7.425007
H -2.019996 1.090405 -5.303277
H -3.109576 1.657052 -4.012839
H -5.249661 2.228851 -3.102772
H -6.135975 1.122002 -1.088458
H -5.803180 -0.547721 0.735821
H -4.270689 -2.148365 1.881678
H -1.947911 -2.384569 1.024190
C 5.224779 -4.239178 -0.336029
C 4.721801 -3.001338 -0.999903
C 5.515785 -2.253068 -1.868812
C 5.001701 -1.119681 -2.474774
C 3.690705 -0.777603 -2.179092
Br 2.916237 0.778475 -2.945728
N 2.925147 -1.467111 -1.360076
C 3.423894 -2.552403 -0.792678
H 6.310075 -4.245558 -0.295974
H 4.903577 -5.110984 -0.904928
H 4.824110 -4.334811 0.670845
H 6.533724 -2.553769 -2.064278
H 5.591076 -0.521407 -3.151738
H 2.747725 -3.092593 -0.147360
C 0.363952 1.286455 6.262313
C 1.552282 1.464596 5.573075
C 1.729925 0.881379 4.330402
C 0.709399 0.116119 3.780684
C -0.487306 -0.066474 4.475199
C -0.654416 0.518911 5.716891
P 0.826236 -0.606971 2.118229
C 2.345471 0.062724 1.405146
C 2.405467 1.289581 0.750283
C 3.636107 1.806075 0.383008
C 4.798712 1.117338 0.684289
C 4.741627 -0.106573 1.333779
C 3.517449 -0.638246 1.689362
C 0.903714 -2.406423 2.225420
C 1.463778 -2.777604 3.440160
C 1.727074 -4.112971 3.741629
C 1.373002 -5.078220 2.839017
C 0.787165 -4.743254 1.604305
C 0.387292 -5.776128 0.731278
C -0.194821 -5.469712 -0.463125
C -0.298223 -4.129381 -0.860249
C 0.108165 -3.055499 -0.084999
C 0.591614 -3.370461 1.219490
H 0.227927 1.749378 7.227030
H 2.342555 2.059593 6.003717
H 2.656606 1.018178 3.794544
H -1.272377 -0.663566 4.028138
H -1.576119 0.383278 6.262476
H 1.507957 1.840135 0.530133
H 3.682431 2.752236 -0.133087
H 5.753470 1.545138 0.424105
H 5.647513 -0.645004 1.562164
H 3.461197 -1.589223 2.202205
H 1.702194 -2.028365 4.182419
H 2.183965 -4.369300 4.683811
H 1.531085 -6.122349 3.066295
H 0.536806 -6.799531 1.036256
H -0.550163 -6.251489 -1.117343
H -0.717866 -3.927548 -1.833536
C -0.655685 7.269314 -0.886896
C -1.642021 6.407771 -0.162856
C -1.686246 6.390457 1.230115
C -2.617740 5.614920 1.899295
C -3.502303 4.842062 1.171262
C -3.481083 4.845314 -0.211267
C -2.552802 5.629922 -0.871820
S -4.753296 3.878573 2.017694
O -5.317600 4.640418 3.087125
O -5.585884 3.249210 1.041262
N -3.914416 2.639677 2.787469
C -3.151038 1.725258 2.011286
C -1.624973 2.037927 2.057973
C -0.908825 1.257045 1.021570
O -0.497083 -0.025942 1.428428
O -0.730525 1.597411 -0.106454
H 0.217467 7.474461 -0.272502
H -1.117184 8.223310 -1.143228
H -0.333528 6.798125 -1.812455
H -0.994494 7.000072 1.791820
H -2.678587 5.620819 2.977591
H -4.200790 4.245610 -0.744013
H -2.542421 5.646857 -1.950894
H -3.642451 2.813735 3.738925
H -3.526046 1.814834 0.988208
H -3.311803 0.697318 2.350833
H -1.256002 1.812314 3.058513
H -1.485137 3.097886 1.833305

Forces on the atoms, in the same order (eV/Å):
Pb 0.23 0.72 0.01
C 0.02 0.10 -0.17
C 0.01 0.05 0.04
N -0.03 -0.66 -0.02
C 0.12 0.15 -0.83
C -0.03 0.02 0.45
C -0.09 -0.03 0.23
C -0.25 0.32 -0.26
C 0.51 -0.41 -0.42
C -0.19 0.05 0.65
C -0.24 0.31 -0.35
N 0.16 -0.33 0.28
C -0.19 0.29 -0.31
C 0.67 -0.18 -0.18
C -0.54 -0.13 0.53
C 0.04 0.33 -0.34
C 0.29 -0.14 -0.03
C 0.31 -0.14 -0.08
C -0.22 0.09 -0.06
C -0.10 -0.01 -0.02
N -0.20 -0.50 0.18
C -0.83 0.35 0.06
H 0.10 -0.10 0.00
H 0.08 -0.04 0.03
H 0.02 -0.03 -0.09
H 0.07 -0.02 -0.12
H -0.02 0.04 -0.07
H -0.05 0.01 0.07
H 0.05 -0.05 -0.03
H -0.07 0.07 -0.07
H -0.22 0.06 0.08
H -0.13 0.04 0.03
H -0.02 -0.03 0.10
H 0.04 -0.06 0.03
C -0.06 -0.13 -0.07
C 0.02 0.29 -0.15
C -0.31 0.02 0.14
C -0.05 0.02 -0.01
C -0.01 -0.04 0.22
Br 0.10 -0.03 -0.17
N 0.19 0.26 -0.34
C 0.54 -0.24 -0.06
H 0.08 -0.05 0.07
H 0.04 -0.15 0.03
H 0.02 -0.04 0.09
H 0.14 -0.04 -0.04
H 0.01 0.05 -0.04
H -0.07 -0.16 0.17
C 0.10 0.05 -0.03
C -0.04 0.07 0.13
C 0.02 -0.10 -0.15
C 0.00 -0.34 -0.34
C 0.10 -0.11 0.01
C -0.13 -0.08 -0.07
P 0.35 0.71 0.34
C -0.32 -0.29 0.09
C -0.03 -0.06 0.13
C -0.12 0.04 0.05
C 0.04 -0.03 0.02
C 0.02 0.06 -0.03
C -0.19 -0.03 0.12
C 0.06 0.67 0.43
C -0.23 0.27 -0.09
C 0.06 -0.33 -0.11
C 0.08 0.24 0.24
C -0.08 0.30 -0.19
C -0.09 0.07 -0.15
C 0.11 -0.22 0.13
C 0.11 0.53 0.27
C -0.12 -0.47 -0.06
C -0.03 -0.43 -0.20
H -0.01 0.03 0.11
H 0.07 0.06 0.03
H 0.10 0.05 -0.05
H -0.11 -0.03 0.08
H -0.08 -0.04 0.02
H -0.07 0.09 -0.13
H 0.01 0.08 -0.05
H 0.14 0.01 -0.09
H 0.11 -0.06 0.03
H 0.09 -0.05 -0.04
H -0.02 -0.02 0.05
H 0.02 -0.03 0.11
H 0.01 -0.12 0.04
H -0.01 -0.16 0.06
H -0.01 -0.11 -0.07
H -0.10 -0.02 -0.25
C -0.02 0.08 -0.03
C -0.06 -0.12 0.02
C -0.10 -0.13 0.00
C 0.08 0.11 0.16
C -0.66 -0.31 0.08
C -0.08 -0.09 -0.01
C 0.07 0.02 0.11
S 0.54 -0.59 0.76
O 0.19 0.16 -0.01
O 0.21 0.09 -0.27
N -0.72 0.85 -0.19
C 0.55 -0.28 -0.37
C -0.50 0.17 0.22
C 0.14 0.87 -0.81
O 0.49 -0.98 0.35
O -0.22 -0.07 0.74
H 0.06 0.03 0.01
H 0.03 0.07 -0.03
H 0.05 0.00 -0.06
H 0.08 0.07 0.07
H 0.04 0.06 0.13
H -0.07 -0.09 -0.15
H 0.03 -0.03 -0.14
H -0.07 0.26 0.16
H 0.16 -0.26 -0.03
H -0.06 0.10 -0.12
H 0.08 0.07 -0.08
H 0.06 -0.12 -0.04